# 1
The molecule C22H35N3O2, computed with wB97M-V/def2-TZVPD.

Computed properties:
- relative energy (zero: lowest compared OMol25 entry of this formula, charge and spin) (eV) = 2.521
- E_tot (hartree) = -1174.0765
- HOMO-LUMO gap (eV) = 8.91
- max |F| (eV Å⁻¹) = 0.56

```
! RIJCOSX wB97M-V def2-TZVPD def2/J DEFGRID3
* xyz 0 1
C -2.19 2.63 5.05
C -0.90 2.09 4.44
C -0.98 2.04 2.92
N 0.25 1.58 2.31
C 0.44 0.24 2.12
O -0.44 -0.58 2.26
N 1.71 -0.12 1.71
C 2.73 0.83 1.35
C 3.47 1.44 2.57
O 2.90 2.64 3.04
C 3.30 3.79 2.33
C 1.98 -1.52 1.49
C 1.92 -1.93 0.01
C 2.27 -3.41 -0.15
C 2.14 -3.81 -1.61
C 0.75 -3.45 -2.14
N 0.53 -2.03 -1.98
C -0.57 -1.50 -2.75
C -2.01 -1.70 -2.21
C -2.76 -0.55 -2.81
C -4.12 -0.39 -2.95
C -4.60 0.77 -3.54
C -3.73 1.75 -3.99
C -2.36 1.58 -3.85
C -1.88 0.43 -3.26
C -0.46 0.02 -3.00
C 0.53 -1.68 -0.57
H -2.39 3.64 4.69
H -2.12 2.66 6.14
H -3.03 2.00 4.78
H -0.06 2.72 4.73
H -0.71 1.08 4.82
H -1.21 3.03 2.52
H -1.77 1.34 2.61
H 1.06 2.13 2.58
H 3.46 0.31 0.73
H 2.30 1.64 0.75
H 3.41 0.73 3.40
H 4.53 1.60 2.32
H 2.99 3.76 1.28
H 4.39 3.92 2.37
H 2.82 4.64 2.82
H 1.22 -2.07 2.04
H 2.97 -1.76 1.90
H 2.64 -1.34 -0.57
H 1.58 -4.01 0.45
H 3.28 -3.61 0.21
H 2.88 -3.27 -2.20
H 2.31 -4.88 -1.74
H 0.68 -3.70 -3.20
H -0.01 -4.05 -1.59
H -0.52 -1.99 -3.73
H -2.43 -2.67 -2.48
H -2.02 -1.61 -1.12
H -4.81 -1.15 -2.61
H -5.67 0.91 -3.66
H -4.12 2.65 -4.45
H -1.68 2.35 -4.20
H 0.21 0.25 -3.83
H -0.08 0.53 -2.12
H 0.27 -0.63 -0.45
H -0.20 -2.28 0.01
*
```

Calculated atomic charges, method Löwdin, unit e: -0.1150 -0.2453 -0.2028 0.0811 -0.5308 0.0507 -0.0607 -0.1247 -0.1823 -0.2272 -0.0997 -0.1281 -0.2820 -0.1697 -0.1764 -0.1953 -0.1291 -0.2887 -0.0653 -0.1814 -0.0321 -0.0945 -0.0954 -0.0345 -0.1812 -0.0685 -0.1535 0.0692 0.0672 0.0730 0.1057 0.1109 0.1203 0.1203 0.0954 0.1218 0.1259 0.1343 0.1199 0.0876 0.0910 0.0929 0.1287 0.1303 0.1406 0.1222 0.1146 0.1143 0.1087 0.1198 0.1286 0.1482 0.1208 0.1205 0.1101 0.0975 0.0971 0.1090 0.1211 0.1142 0.1172 0.1332

***

# 2
The molecule C22H35N3O3, computed with wB97M-V/def2-TZVPD.

Computed properties:
- relative energy (zero: lowest compared OMol25 entry of this formula, charge and spin) (eV) = 0.072
- E_tot (hartree) = -1249.3492
- HOMO-LUMO gap (eV) = 8.59
- max |F| (eV Å⁻¹) = 0.50

```
! RIJCOSX wB97M-V def2-TZVPD def2/J DEFGRID3
* xyz 0 1
C -6.45 -1.81 -1.45
C -5.87 -1.38 -0.12
O -6.49 -0.66 0.64
N -4.64 -1.86 0.20
C -3.75 -2.60 -0.67
C -2.56 -1.72 -1.06
C -1.84 -1.26 0.21
N -0.64 -0.49 -0.09
C -0.77 0.85 -0.63
C -0.52 1.95 0.41
C -0.31 3.31 -0.26
O -0.03 4.24 0.77
C 0.32 5.56 0.38
C -0.78 6.26 -0.43
C 1.66 5.63 -0.36
C 0.57 -1.13 0.07
O 0.62 -2.30 0.40
N 1.67 -0.36 -0.18
C 3.02 -0.73 -0.13
C 3.97 0.27 -0.33
C 5.31 -0.04 -0.31
C 5.75 -1.34 -0.09
C 7.22 -1.65 -0.07
C 4.80 -2.35 0.11
C 5.23 -3.76 0.35
C 3.45 -2.04 0.09
C -2.82 -0.52 1.12
C -4.00 -1.43 1.43
H -6.53 -2.90 -1.50
H -5.84 -1.45 -2.27
H -7.45 -1.38 -1.53
H -4.28 -2.94 -1.56
H -3.39 -3.48 -0.12
H -1.87 -2.29 -1.68
H -2.91 -0.86 -1.63
H -1.47 -2.15 0.74
H -1.78 0.96 -1.02
H -0.09 0.97 -1.48
H -1.36 2.03 1.10
H 0.36 1.73 1.01
H -1.21 3.60 -0.81
H 0.53 3.25 -0.97
H 0.42 6.07 1.34
H -0.84 5.86 -1.44
H -1.74 6.13 0.06
H -0.56 7.32 -0.49
H 2.00 6.66 -0.40
H 1.58 5.25 -1.37
H 2.41 5.04 0.18
H 1.53 0.62 -0.35
H 3.65 1.29 -0.50
H 6.04 0.74 -0.47
H 7.47 -2.38 -0.84
H 7.81 -0.75 -0.25
H 7.51 -2.07 0.89
H 5.82 -4.13 -0.49
H 5.86 -3.83 1.24
H 4.37 -4.40 0.49
H 2.72 -2.81 0.24
H -2.32 -0.23 2.05
H -3.19 0.38 0.63
H -4.75 -0.91 2.02
H -3.66 -2.32 1.98
*
```

Calculated atomic charges, method Löwdin, unit e: 0.0010 -0.5028 0.0439 -0.0677 -0.1453 -0.0984 -0.2903 -0.0172 -0.1616 -0.1374 -0.2309 -0.1267 -0.4411 -0.0530 -0.0522 -0.4783 0.0596 0.1486 -0.2135 -0.0315 -0.0486 -0.2496 -0.0524 -0.2271 -0.0427 0.0295 -0.1060 -0.1301 0.0834 0.0805 0.0833 0.1098 0.1338 0.1255 0.1160 0.1448 0.1204 0.1290 0.1144 0.1192 0.1283 0.1212 0.1430 0.0745 0.0838 0.0803 0.0799 0.0713 0.0818 0.1069 0.1051 0.1078 0.0807 0.0734 0.0810 0.0829 0.0831 0.0777 0.1008 0.1261 0.1185 0.1213 0.1326

***

# 3
The molecule C22H35N3O4S in a non-equilibrium geometry, computed with wB97M-V/def2-TZVPD.

Computed properties:
- relative energy (zero: lowest compared OMol25 entry of this formula, charge and spin) (eV) = 1.710
- E_tot (hartree) = -1722.7485
- HOMO-LUMO gap (eV) = 9.20
- max |F| (eV Å⁻¹) = 1.01

```
! RIJCOSX wB97M-V def2-TZVPD def2/J DEFGRID3
* xyz 0 1
C -0.51 -4.07 1.11
O 0.62 -3.25 1.32
C 1.36 -2.87 0.25
C 2.40 -1.98 0.52
C 3.17 -1.47 -0.51
C 2.92 -1.88 -1.81
S 3.68 -0.99 -3.16
O 4.89 -0.36 -2.69
O 3.74 -1.81 -4.33
N 2.57 0.23 -3.45
C 1.32 -0.27 -3.99
C 0.35 0.86 -4.31
C 0.14 1.76 -3.09
C -0.52 0.97 -1.95
O -0.93 -0.17 -2.07
N -0.64 1.66 -0.79
C -1.12 1.06 0.43
C -2.33 1.81 0.99
C -2.96 0.98 2.12
C -3.73 1.90 3.09
C -3.96 -0.02 1.52
N -1.93 0.19 2.76
C -0.56 0.67 2.89
C -0.41 1.88 3.83
C 0.25 -0.49 3.48
C -0.01 1.01 1.48
C 1.52 2.29 -2.68
C 2.42 1.12 -2.32
C 1.94 -2.81 -2.08
C 1.15 -3.31 -1.05
H -0.23 -5.06 0.74
H -1.21 -3.60 0.42
H -0.98 -4.17 2.09
H 2.57 -1.68 1.55
H 3.96 -0.77 -0.32
H 1.57 -0.83 -4.88
H 0.83 -0.94 -3.27
H -0.60 0.42 -4.62
H 0.74 1.46 -5.13
H -0.52 2.59 -3.35
H -0.31 2.61 -0.74
H -1.42 0.04 0.17
H -3.06 1.98 0.20
H -2.00 2.78 1.36
H -3.06 2.61 3.57
H -4.21 1.30 3.86
H -4.49 2.45 2.55
H -4.34 -0.68 2.30
H -3.48 -0.64 0.77
H -4.80 0.50 1.06
H -2.26 -0.17 3.65
H -0.85 2.78 3.40
H 0.65 2.08 4.01
H -0.88 1.68 4.79
H 0.13 -1.38 2.86
H 1.30 -0.23 3.53
H -0.10 -0.72 4.48
H 0.73 0.28 1.18
H 0.48 1.99 1.51
H 1.46 2.98 -1.83
H 1.95 2.83 -3.52
H 3.43 1.46 -2.06
H 2.00 0.60 -1.45
H 1.80 -3.14 -3.09
H 0.38 -4.02 -1.28
*
```

Calculated atomic charges, method Löwdin, unit e: -0.0732 -0.0943 -0.2642 0.0035 -0.0622 -0.2799 0.6720 -0.2844 -0.2778 -0.2054 -0.1981 -0.1166 -0.2235 -0.4540 0.0701 0.1147 -0.2848 -0.0738 -0.5615 -0.0345 -0.0343 0.0433 -0.5422 -0.0388 -0.0344 -0.0593 -0.1233 -0.1989 -0.0554 0.0076 0.0963 0.0991 0.0950 0.1160 0.1188 0.1234 0.0991 0.1233 0.1222 0.1504 0.1409 0.1411 0.1284 0.1189 0.0640 0.0818 0.0834 0.0803 0.0777 0.0818 0.1253 0.0651 0.0820 0.0838 0.0667 0.0847 0.0829 0.1042 0.1212 0.1091 0.1256 0.1238 0.1163 0.1211 0.1100

***

# 4
A structure of composition C22H35N7PS2Sr in a non-equilibrium geometry, computed with wB97M-V/def2-TZVPD.

Computed properties:
- relative energy (zero: lowest compared OMol25 entry of this formula, charge and spin) (eV) = 0.000
- E_tot (hartree) = -2410.9984
- HOMO-LUMO gap (eV) = 7.17
- max |F| (eV Å⁻¹) = 1.03

```
! RIJCOSX wB97M-V def2-TZVPD def2/J DEFGRID3
* xyz 1 1
Sr -0.19 -0.09 -0.14
C -2.73 -1.00 2.05
C -2.86 0.52 1.97
N -1.56 1.19 1.76
C -0.74 1.36 2.96
C -0.06 0.07 3.34
C -0.04 -0.36 4.66
C 0.50 -1.60 4.95
C 0.97 -2.38 3.90
C 0.96 -1.85 2.62
C 1.49 -2.69 1.48
N 0.74 -2.53 0.23
C -0.49 -3.34 0.13
C -1.61 -2.93 1.08
N -2.11 -1.58 0.84
N 0.47 -0.64 2.33
H -2.10 -1.27 2.89
H -3.72 -1.43 2.26
H -3.48 0.79 1.12
H -3.36 0.88 2.87
H -1.74 2.10 1.35
H 0.01 2.12 2.73
H -1.33 1.74 3.81
H -0.47 0.26 5.43
H 0.51 -1.98 5.96
H 1.36 -3.37 4.07
H 2.52 -2.38 1.28
H 1.53 -3.73 1.81
H 1.34 -2.82 -0.53
H -0.83 -3.27 -0.91
H -0.29 -4.41 0.33
H -2.38 -3.71 1.03
H -1.23 -2.97 2.10
H -2.81 -1.60 0.10
C -4.83 3.12 -2.06
S -3.36 3.98 -1.50
C -2.15 2.72 -1.34
S -2.53 1.08 -1.62
N -1.00 3.28 -1.00
N 0.05 2.42 -0.85
C 1.16 3.01 -0.61
C 2.40 2.25 -0.41
C 3.61 2.94 -0.27
C 4.78 2.22 -0.10
C 4.71 0.83 -0.08
C 3.47 0.23 -0.22
N 2.34 0.91 -0.38
H -5.59 3.89 -2.19
H -5.17 2.39 -1.33
H -4.65 2.62 -3.01
H 1.21 4.10 -0.57
H 3.62 4.02 -0.30
H 5.72 2.73 0.01
H 5.60 0.23 0.04
H 3.38 -0.85 -0.22
C 0.21 -1.88 -4.41
P 0.59 -0.47 -3.29
C -0.09 0.92 -4.25
C 2.38 -0.26 -3.63
H 0.54 -1.68 -5.42
H -0.87 -2.05 -4.42
H 0.69 -2.79 -4.05
H 0.34 0.95 -5.26
H 0.12 1.86 -3.74
H -1.18 0.82 -4.32
H 2.58 -0.22 -4.71
H 2.96 -1.08 -3.20
H 2.73 0.67 -3.17
*
```

Calculated atomic charges, method Löwdin, unit e: 1.1051 -0.1943 -0.1923 -0.1375 -0.1387 -0.2647 -0.0061 -0.0211 -0.0117 -0.2754 -0.1469 -0.1511 -0.1947 -0.2026 -0.1394 0.0810 0.1025 0.1330 0.0923 0.1279 0.0967 0.1347 0.1260 0.1226 0.1206 0.1215 0.1198 0.1277 0.1109 0.1221 0.1265 0.1328 0.1076 0.1134 -0.4408 0.8566 -1.1389 0.4869 -0.1352 -0.1158 -0.0977 -0.2698 -0.0066 -0.0389 -0.0431 -0.1476 0.0277 0.0333 0.0180 0.0255 0.1278 0.1203 0.1177 0.1112 0.0979 -0.2982 0.7376 -0.3020 -0.2975 0.0458 0.0386 0.0322 0.0492 0.0312 0.0201 0.0469 0.0330 0.0262